(1)
Density functional theory data (the ωB97M-V functional and the def2-TZVPD basis) for one molecule with the formula C17H18ClNO5.

Its HOMO energy is -8.159 eV. The calculation puts the relative energy (zero: lowest compared OMol25 entry of this formula, charge and spin) at 77.2 kcal/mol. As for the SMILES: CCOc1ccccc1OCCCOc1ccc([N+](=O)[O-])cc1Cl. The calculation puts the max |F| at 1.36 eV/A. The orbital gap comes out at 7.9 eV.

Each line ends with the natural charge from an NBO analysis.
Geometry (Å):
C -2.5608 -1.9734 -1.5045  -0.642
C -3.1064 -1.6221 -0.1227  -0.060
O -2.3911 -0.5782 0.5045  -0.535
C -1.1484 -0.8184 1.0486  0.283
C -0.5902 -2.0874 1.1534  -0.295
C 0.6379 -2.2952 1.7550  -0.225
C 1.3302 -1.2252 2.2865  -0.229
C 0.7966 0.0426 2.1782  -0.231
C -0.4199 0.2794 1.5422  0.233
O -0.7527 1.6058 1.5015  -0.504
C -1.8626 2.1098 0.7932  -0.059
C -1.7288 2.0269 -0.7321  -0.468
C -0.6613 2.9579 -1.3166  -0.066
O 0.6060 2.8757 -0.6930  -0.489
C 1.3278 1.7506 -0.7400  0.412
C 1.0484 0.6261 -1.5195  -0.318
C 1.8277 -0.5074 -1.4271  -0.146
C 2.9180 -0.5283 -0.5686  -0.013
N 3.6871 -1.7281 -0.4238  0.533
O 4.6381 -1.7052 0.3287  -0.385
O 3.3350 -2.7026 -1.0577  -0.387
C 3.2646 0.6018 0.1677  -0.170
C 2.4785 1.7258 0.0764  -0.123
Cl 2.8574 3.1289 0.9915  0.039
H -2.6299 -1.1111 -2.1639  0.208
H -3.1442 -2.7849 -1.9304  0.220
H -1.5197 -2.2821 -1.4436  0.217
H -4.1221 -1.2262 -0.2158  0.194
H -3.1451 -2.5090 0.5201  0.175
H -1.1223 -2.9430 0.7709  0.216
H 1.0394 -3.2949 1.8098  0.220
H 2.2805 -1.3717 2.7753  0.222
H 1.3116 0.8988 2.5832  0.229
H -1.9127 3.1578 1.1045  0.189
H -2.7823 1.6019 1.0983  0.198
H -2.6859 2.3069 -1.1741  0.224
H -1.5238 0.9924 -0.9991  0.221
H -0.5668 2.7837 -2.3970  0.177
H -0.9545 3.9992 -1.1577  0.201
H 0.2174 0.6325 -2.2054  0.225
H 1.6006 -1.3865 -2.0098  0.249
H 4.1286 0.5763 0.8129  0.262

***

(2)
Density functional theory data (the ωB97M-V functional and the def2-TZVPD basis) for a 3-piece molecular cluster, C17H18F2O5 overall.

Its HOMO energy is -9.534 eV. As for the SMILES: O=C(O)CCCOC(=O)O.Fc1ccccc1.Fc1ccccc1. The calculation puts the max |F| at 0.33 eV/A. The orbital gap comes out at 9.9 eV.

Each line ends with the natural charge from an NBO analysis.
Geometry (Å):
O -5.4102 -2.0296 -3.2030  -0.553
C -4.6937 -2.9803 -3.1549  0.796
O -5.1832 -4.2196 -3.4063  -0.672
C -3.2068 -2.9383 -2.8402  -0.537
C -2.7268 -1.5606 -2.3982  -0.439
C -2.6546 -1.3202 -0.8776  -0.072
O -2.6695 -2.5190 -0.0883  -0.545
C -3.8831 -3.0073 0.2404  0.974
O -4.9335 -2.4991 0.0083  -0.590
O -3.7420 -4.1861 0.8603  -0.670
H -4.4639 -4.8550 -3.4825  0.478
H -2.9843 -3.7134 -2.1039  0.224
H -2.6842 -3.2373 -3.7528  0.237
H -3.4143 -0.8307 -2.8228  0.251
H -1.7463 -1.3669 -2.8293  0.211
H -3.4561 -0.6620 -0.5508  0.212
H -1.7070 -0.8519 -0.6256  0.200
H -2.8030 -4.4046 0.9029  0.495
F 0.9842 -1.4328 0.3556  -0.333
C 0.8823 -0.5924 1.4109  0.394
C 1.8724 0.3473 1.6108  -0.297
C 1.7540 1.2111 2.6910  -0.178
C 0.6621 1.1235 3.5438  -0.233
C -0.3189 0.1678 3.3164  -0.186
C -0.2136 -0.7041 2.2419  -0.294
H 2.7155 0.3971 0.9347  0.234
H 2.5178 1.9585 2.8618  0.223
H 0.5753 1.8010 4.3823  0.220
H -1.1728 0.0975 3.9772  0.219
H -0.9662 -1.4554 2.0404  0.231
F 2.8301 4.6499 2.0011  -0.328
C 3.6298 4.1708 1.0248  0.396
C 3.0937 3.3025 0.0954  -0.293
C 3.9236 2.8069 -0.9006  -0.193
C 5.2593 3.1812 -0.9533  -0.231
C 5.7693 4.0569 -0.0046  -0.188
C 4.9535 4.5612 0.9983  -0.285
H 2.0514 3.0214 0.1603  0.237
H 3.5212 2.1246 -1.6382  0.218
H 5.9011 2.7919 -1.7321  0.218
H 6.8100 4.3505 -0.0417  0.218
H 5.3276 5.2449 1.7480  0.231

***

Which of these has the lowest max |F|?
C17H18F2O5

***

max |F| of number 2 (C17H18F2O5)?
0.33 eV/A